The following is a quantum chemistry calculation of 2 unconnected molecules or ions with the total composition CH5FN2 at a distorted geometry, from the OMol25 dataset.

Each line ends with the Mulliken charge.
Positions of all 9 atoms, in Å:
C -1.443542 -0.028136 -0.124509  -1.11
N 1.658002 0.879347 0.259688  -0.20
N 2.154547 -0.006423 0.833222  0.19
F 2.267658 -1.347707 0.094463  -0.31
H -1.186994 -0.726042 -0.882609  0.29
H -0.670886 0.654450 -0.160063  0.15
H -1.568656 -0.576135 0.771378  0.29
H 1.183946 0.734900 -0.641443  0.34
H -2.394079 0.415743 -0.150126  0.35

Force components x, y, z for each atom (eV/Å):
C -0.59 -1.32 0.10
N -0.76 0.14 -0.53
N 1.17 -0.75 0.96
F -0.65 0.94 -0.23
H -0.57 -0.71 -0.96
H 1.18 1.70 0.72
H 0.90 -0.56 1.28
H 0.52 -0.31 -0.20
H -1.21 0.88 -1.14

**ΔE to the lowest compared entry with this formula, charge and spin**: 64.1 kcal/mol
**SMILES**: [H]/N=N\F.C
**Charge**: 0
**E**: -6812.6470 eV
**Highest occupied orbital energy**: -11.5166 eV
**LUMO energy**: 0.37 eV